[1]
Molecular formula: C45H43AsBaN7OPS4
Method: DFT, the ωB97M-V functional and the def2-TZVPD basis

```
103
C45H43AsBaN7OPS4 | the OMol25 dataset | the ωB97M-V functional and the def2-TZVPD basis
Ba -1.09971 0.30645 -0.00270
As 0.30947 -0.08084 -3.26355
S 2.62531 -0.40646 -0.06121
S 3.77444 2.30495 -0.67481
S -3.83816 1.53248 2.37893
S -2.95490 -0.13996 -2.41897
P 0.31893 -2.57956 2.48590
O -2.69050 1.73366 1.43139
N 1.17327 -3.72564 0.07010
N 1.24535 1.88892 -0.36534
N -0.57928 -2.41156 -0.16892
N -2.15570 -3.27874 3.51401
N -2.32551 -1.61204 2.07637
N 0.28600 0.24680 2.49219
N 2.14204 -0.63810 3.29513
C 3.21832 -1.59107 3.48785
C -3.12212 1.24837 3.98376
C -2.46943 -0.01746 -4.10442
C 2.70275 1.37289 -4.27596
C 3.18948 -3.11264 -3.65529
C 1.39001 3.23612 -0.64430
C -1.96475 0.67400 6.44117
C -0.31715 -3.01300 -1.36206
C -1.32237 1.51233 5.52946
C 2.70971 3.66609 -0.85379
C -3.17377 0.18062 -6.42735
C 1.14102 1.24809 2.84668
C 0.91519 -0.88382 2.75448
C -3.77478 0.40220 4.86414
C -1.85058 0.23208 -6.85532
C -0.84485 0.15406 -5.90920
C -3.48747 -3.03158 3.35152
C 1.40449 3.82510 -4.23604
C 0.32747 -2.85003 0.68383
C 2.40515 -4.26392 0.61316
C 0.72290 2.66965 -3.88990
C -1.32909 0.37607 7.77105
C 0.34701 4.15663 -0.73562
C -1.89369 1.80287 4.30544
C 1.30022 -1.62729 -3.92635
C -3.47496 0.06255 -5.08441
C 0.75476 -2.51920 -4.84513
C 2.74296 3.75917 -4.60023
C 0.63357 5.47557 -1.04001
C -4.47055 3.19001 2.64656
C -1.59448 -4.32703 4.34856
C 2.99633 4.98848 -1.16090
C 2.39616 1.25837 -0.34397
C -1.13620 0.01926 -4.55126
C 1.36437 1.43160 -3.90734
C 2.51547 -1.94756 -3.31866
C -3.19562 0.12626 6.09462
C 2.30208 0.71693 3.32703
C -1.47727 -2.39506 2.71970
C 0.78243 -3.81505 -1.23670
C -3.57290 -2.00511 2.45280
C 1.94888 5.89087 -1.25303
C 2.64295 -3.99293 -4.58105
C 1.42084 -3.69651 -5.16716
C 3.38774 2.53248 -4.62177
H -0.92428 -2.81224 -2.22977
H 0.89274 4.77897 -4.21001
H 0.19308 0.20129 -6.22275
H -1.36039 1.25522 8.41741
H 2.68362 -5.15069 0.04878
H -4.45900 -1.53484 2.05857
H 3.27983 4.66186 -4.86397
H -0.17232 6.19403 -1.12079
H -3.69943 -0.53695 6.78748
H -0.67716 3.83345 -0.58380
H 4.01561 5.30953 -1.33361
H -0.19647 -2.29819 -5.31413
H -0.75677 -3.94197 4.92464
H 3.21887 1.16966 3.66244
H -4.23694 -3.60008 3.87427
H 3.79193 -1.68024 2.56378
H -3.64106 3.83678 2.92849
H 2.80614 -2.55933 3.76252
H 0.89782 2.28847 2.70189
H -2.36465 -4.67290 5.03351
H 3.86693 -1.24163 4.28837
H 3.22181 0.42425 -4.30639
H 2.91773 -1.30545 -2.54381
H -1.84323 -0.43528 8.28447
H 4.13828 -3.33727 -3.18247
H 4.43100 2.47227 -4.90697
H 3.20404 -3.52471 0.53917
H -3.97934 0.24066 -7.14991
H -1.61123 0.33669 -7.90576
H 2.25881 -4.53836 1.65659
H -4.90523 3.51144 1.70183
H -0.32416 2.72923 -3.60832
H -4.71617 -0.05405 4.58348
H -0.28150 0.09794 7.65060
H 1.32887 -4.40116 -1.95639
H -0.35118 1.92541 5.77583
H -5.22908 3.16629 3.42763
H -1.25257 -5.16577 3.74327
H -4.50627 0.03398 -4.75765
H -1.38145 2.42286 3.58150
H 0.98249 -4.37921 -5.88478
H 3.16527 -4.90517 -4.84208
H 2.15375 6.92536 -1.49627
```

Calculated values
- max |F| (eV/A) = 0.725
- ΔE to the lowest compared entry with this formula, charge and spin (kcal/mol) = 8.9
- E_tot (eV) = -174007.491
- frontier orbital gap (eV) = 6.281
- 2S+1 = 1
- charge = 0

Atom charges from the Löwdin analysis, given in e for atoms 1 to 99:
1 Ba 1.488
2 As 1.272
3 S 0.530
4 S 0.995
5 S 0.925
6 S 0.294
7 P 1.164
8 O -0.772
9 N -0.120
10 N -0.136
11 N -0.079
12 N -0.131
13 N 0.025
14 N -0.041
15 N -0.140
16 C -0.042
17 C -0.401
18 C -0.758
19 C -0.100
20 C -0.104
21 C -0.353
22 C -0.264
23 C -0.148
24 C -0.027
25 C -0.482
26 C -0.103
27 C -0.166
28 C -0.518
29 C -0.086
30 C -0.106
31 C -0.140
32 C -0.062
33 C -0.091
34 C -0.519
35 C -0.028
36 C -0.119
37 C -0.047
38 C -0.037
39 C -0.073
40 C -0.383
41 C -0.146
42 C -0.100
43 C -0.097
44 C -0.100
45 C -0.220
46 C -0.041
47 C -0.100
48 C -1.167
49 C -0.446
50 C -0.381
51 C -0.158
52 C -0.036
53 C -0.062
54 C -0.459
55 C -0.046
56 C -0.148
57 C -0.106
58 C -0.109
59 C -0.088
60 C -0.092
61 H 0.096
62 H 0.103
63 H 0.105
64 H 0.086
65 H 0.093
66 H 0.102
67 H 0.100
68 H 0.099
69 H 0.113
70 H 0.106
71 H 0.106
72 H 0.096
73 H 0.076
74 H 0.126
75 H 0.118
76 H 0.073
77 H 0.064
78 H 0.061
79 H 0.111
80 H 0.089
81 H 0.092
82 H 0.090
83 H 0.031
84 H 0.074
85 H 0.102
86 H 0.100
87 H 0.081
88 H 0.096
89 H 0.093
90 H 0.067
91 H 0.059
92 H 0.109
93 H 0.109
94 H 0.081
95 H 0.118
96 H 0.119
97 H 0.063
98 H 0.091
99 H 0.085


[2]
Molecular formula: C45H43BN4P2PdS2Si
Method: DFT, the ωB97M-V functional and the def2-TZVPD basis

```
99
C45H43BN4P2PdS2Si | the OMol25 dataset | the ωB97M-V functional and the def2-TZVPD basis
Pd -0.15033 0.21451 -0.00994
S 0.56149 -0.35059 -2.36985
S -1.76273 2.25371 -0.43265
P 1.89391 1.26012 0.32455
P -0.74328 -1.92324 0.56306
Si -0.31411 0.49723 2.26666
N 0.18909 1.62501 -4.19211
N -1.69440 0.82598 -3.44701
N -3.69349 0.89712 -1.87439
N -4.46732 2.26535 -0.36408
C -2.48062 -2.43157 0.76709
C -3.32821 1.76866 -0.91444
C 3.85916 2.68942 -1.14643
C 0.90085 -3.73728 3.89193
C -5.15932 -3.08874 1.13572
C -0.82128 2.30585 -4.84144
C 4.54840 -1.65959 -0.76274
C -1.98255 1.80658 -4.36847
C 0.35881 -3.57255 2.62644
C 3.56272 -0.58403 1.59602
C 2.02218 2.06818 1.95320
C -1.95429 1.02868 3.00205
C 1.00852 2.32901 4.11141
C -4.80643 -1.79456 0.78776
C -3.46827 -1.46899 0.60420
C 1.19253 -4.81820 -2.42472
C 0.99353 1.74590 2.84191
C 3.03844 3.51013 3.58188
C 3.18999 -0.02252 0.37583
C 3.31625 4.57697 -2.53605
C 0.70183 -1.37132 4.28836
C -0.00171 -2.30103 2.19164
C -0.35934 0.72447 -3.33896
C -0.17257 -4.58661 -2.49052
C -4.50616 3.24515 0.70114
C 1.34717 -3.36811 -0.51502
C 1.60577 1.76848 -4.45696
C 1.95301 -4.20360 -1.43755
C 1.97171 4.41053 -2.23450
C -4.17586 -4.05761 1.30398
C 3.04131 2.94348 2.31823
C 1.56920 3.37952 -1.39876
C 4.91932 -2.21115 0.45655
C -0.02971 -3.15124 -0.56417
C 2.01952 3.20417 4.47833
C 2.51070 2.51680 -0.84125
C -0.78454 -3.75211 -1.56487
C -2.84305 -3.73133 1.11852
C -5.07005 0.85493 -1.92239
C 3.68073 -0.57923 -0.80605
C 4.25863 3.71230 -1.99518
C -5.55984 1.70164 -0.99149
C 1.06867 -2.63640 4.72470
C 0.17059 -1.18254 3.01243
C 4.42036 -1.67438 1.63500
B -2.77692 -0.04027 -2.73356
H -4.45124 -5.06850 1.57646
H 3.17423 -0.17746 2.52208
H -1.91905 0.96855 4.09420
H -3.17568 -0.46481 0.32361
H -5.54496 3.50845 0.88680
H -2.08156 -4.49172 1.24427
H -0.76533 -5.04795 -3.26996
H -1.84698 -3.55534 -1.63525
H 3.02245 -4.36636 -1.38980
H 4.92302 -2.08064 -1.68742
H -4.06349 2.83605 1.60786
H 0.24677 -4.42787 1.97010
H 0.21436 2.11153 4.81791
H 5.30831 3.83628 -2.22995
H 5.59108 -3.05979 0.48806
H -3.94524 4.13259 0.41373
H -6.56843 1.95857 -0.72118
H 3.36128 -0.18306 -1.76179
H 1.66740 -5.46782 -3.14905
H 2.01213 3.65816 5.46158
H 1.94894 -2.87254 0.24048
H 1.22946 5.07612 -2.65742
H 2.15515 1.67879 -3.52350
H -2.99891 2.06351 -4.60967
H -0.61629 3.07078 -5.56875
H -6.20107 -3.34768 1.27766
H -3.49665 -0.54066 -3.56730
H 0.85586 -0.51943 4.94287
H 1.49703 -2.76663 5.71098
H -5.57767 0.21357 -2.62000
H 0.51500 3.23208 -1.19420
H -5.56645 -1.03655 0.64650
H 3.63131 5.37726 -3.19390
H 1.94736 0.99588 -5.14656
H 1.78189 2.75144 -4.88822
H -2.23948 -0.85131 -2.03154
H 4.69590 -2.10367 2.59000
H -2.17434 2.05535 2.70863
H 1.20005 -4.72238 4.22737
H 3.82580 3.19422 1.61373
H 3.82353 4.19870 3.86749
H 4.60064 2.02052 -0.72691
H -2.76417 0.38269 2.65690
```

Calculated values
- max |F| (eV/A) = 0.129
- ΔE to the lowest compared entry with this formula, charge and spin (kcal/mol) = 0.0
- E_tot (eV) = -105612.129
- frontier orbital gap (eV) = 7.511
- 2S+1 = 1
- charge = 0

Taken from the Löwdin analysis, the atomic charges in e are:
1 Pd 0.136
2 S 0.662
3 S 0.663
4 P 0.965
5 P 0.963
6 Si 0.499
7 N -0.114
8 N -0.009
9 N -0.007
10 N -0.126
11 C -0.334
12 C -0.708
13 C -0.097
14 C -0.077
15 C -0.082
16 C -0.048
17 C -0.090
18 C -0.057
19 C -0.086
20 C -0.081
21 C -0.366
22 C -0.200
23 C -0.092
24 C -0.068
25 C -0.099
26 C -0.084
27 C -0.281
28 C -0.076
29 C -0.343
30 C -0.089
31 C -0.087
32 C -0.355
33 C -0.690
34 C -0.076
35 C -0.040
36 C -0.109
37 C -0.038
38 C -0.077
39 C -0.084
40 C -0.078
41 C -0.068
42 C -0.106
43 C -0.093
44 C -0.382
45 C -0.079
46 C -0.352
47 C -0.089
48 C -0.082
49 C -0.072
50 C -0.126
51 C -0.079
52 C -0.060
53 C -0.081
54 C -0.278
55 C -0.079
56 B -0.464
57 H 0.103
58 H 0.102
59 H 0.031
60 H 0.067
61 H 0.089
62 H 0.104
63 H 0.104
64 H 0.108
65 H 0.099
66 H 0.107
67 H 0.071
68 H 0.104
69 H 0.099
70 H 0.103
71 H 0.102
72 H 0.082
73 H 0.115
74 H 0.072
75 H 0.100
76 H 0.102
77 H 0.097
78 H 0.108
79 H 0.051
80 H 0.124
81 H 0.116
82 H 0.102
83 H 0.078
84 H 0.098
85 H 0.101
86 H 0.116
87 H 0.027
88 H 0.097
89 H 0.102
90 H 0.096
91 H 0.089
92 H 0.044
93 H 0.104
94 H 0.006
95 H 0.102
96 H 0.104
97 H 0.103
98 H 0.106
99 H 0.018